(1)
ORCA calculation (wB97M-V/def2-TZVPD) on C13H17CdNS as an isolated structure in a non-equilibrium geometry.

Geometry as XYZ:
```
33
Properties=species:S:1:pos:R:3:forces:R:3:lowdin_charge:R:1
Cd 0.044 -0.361 -0.081 1.28 -1.06 3.79 1.350
S 0.357 -2.824 0.300 1.25 -0.60 1.62 0.462
N 1.479 -0.659 1.353 2.62 -0.04 2.07 -0.155
C 3.219 -1.900 3.088 -0.67 0.04 -0.66 -0.062
C -2.669 -0.023 -1.378 -0.01 0.18 0.18 -0.183
C 3.167 -0.498 3.020 -0.44 0.23 -0.38 -0.077
C 0.140 0.698 -2.737 0.00 -0.10 -0.02 -0.204
C 2.382 -2.671 2.276 0.72 0.44 0.70 -0.101
C 2.273 0.119 2.131 0.51 -2.14 0.50 -0.114
C -0.298 1.890 -1.862 -0.17 0.23 0.60 -0.241
C 1.514 -2.011 1.410 -0.65 -0.63 -0.55 -0.773
C -0.385 1.530 -0.353 -0.87 4.49 0.03 -0.449
C -2.797 0.612 0.021 0.03 0.20 -0.02 -0.222
C -1.443 -0.899 -1.480 -0.59 -0.73 -3.67 -0.282
C -0.244 -0.619 -2.109 -2.31 -1.31 -3.84 -0.304
C -1.779 1.744 0.262 -0.09 0.67 -0.37 -0.283
H -3.543 -0.661 -1.560 0.21 0.03 0.02 0.118
H -1.271 2.267 -2.201 0.12 -0.02 -0.05 0.091
H 1.230 0.705 -2.850 -0.09 -0.01 -0.01 0.105
H 0.409 2.715 -2.008 -0.09 -0.16 -0.03 0.101
H 3.815 0.098 3.649 -0.04 0.04 -0.04 0.094
H -0.271 0.776 -3.755 0.05 -0.09 0.25 0.119
H -1.682 1.894 1.343 -0.03 0.00 -0.08 0.097
H -1.585 -1.931 -1.161 -0.02 0.23 -0.05 0.052
H -3.815 0.993 0.166 0.16 -0.12 -0.02 0.108
H -2.191 2.683 -0.146 -0.21 -0.08 0.13 0.100
H 0.318 2.168 0.192 -0.22 0.21 -0.08 0.053
H -2.677 0.752 -2.151 0.03 -0.15 0.12 0.109
H 0.421 -1.463 -2.293 -0.07 0.08 0.19 0.083
H -2.645 -0.180 0.767 -0.07 0.01 0.00 0.100
H 2.220 1.196 2.062 -0.25 -0.01 -0.26 0.104
H 2.406 -3.753 2.319 -0.06 0.12 -0.06 0.101
H 3.904 -2.388 3.770 0.00 0.04 0.01 0.104
```
Positions in Å, forces in eV/Å.

## Properties
LUMO level in eV: 0.17
HOMO energy in eV: -6.7
Orbital gap in eV: 6.8
M in g mol⁻¹: 331.77
ΔE to the lowest compared entry with this formula, charge and spin in kJ/mol: 297.23
Calculated total energy in Ha: -1126.0922


(2)
ORCA calculation (wB97M-V/def2-TZVPD) on an isolated ion of composition C5H10N3O3 and charge +1 in a non-equilibrium geometry.

Geometry as XYZ:
```
21
Properties=species:S:1:pos:R:3:forces:R:3:lowdin_charge:R:1
O 2.306 -2.153 -1.035 -0.05 1.07 0.98 0.145
O -0.631 -0.314 1.864 3.72 -1.40 0.70 0.113
O -2.189 0.727 0.372 0.23 1.74 -4.47 -0.018
N 2.377 -0.242 0.408 -0.79 -1.96 -2.53 0.184
N 2.237 1.811 1.276 2.08 1.32 0.71 0.197
N 0.526 -1.714 0.288 -3.16 -1.19 -0.01 0.172
C -0.450 -0.678 0.581 -0.50 -0.66 0.08 -0.348
C 1.778 0.938 0.414 4.22 -1.51 3.81 -0.107
C 1.720 -1.447 -0.254 1.40 -0.23 -0.57 -0.457
C -1.283 -0.151 -0.317 -2.34 -0.33 1.96 -0.298
C -1.801 -0.732 -1.566 -0.09 -1.03 -0.48 -0.014
H 0.883 0.980 -0.056 -2.67 0.82 -1.42 0.109
H -2.828 -1.251 -1.586 1.86 -0.19 1.09 0.144
H -0.958 -1.247 -2.037 -0.63 -0.50 -0.23 0.096
H 3.341 -0.513 0.623 -0.31 0.88 0.29 0.184
H 1.745 2.670 1.495 0.15 -0.12 -0.38 0.141
H -2.416 1.358 -0.438 -0.01 -1.52 2.91 0.178
H 0.096 -2.654 -0.036 1.11 2.13 0.65 0.223
H 3.224 1.717 1.737 -2.70 0.01 -1.14 0.204
H -2.110 0.003 -2.230 0.09 2.02 -1.54 0.052
H -1.445 0.076 2.111 -1.61 0.65 -0.40 0.099
```
Positions in Å, forces in eV/Å.

## Properties
LUMO level in eV: -4.11
HOMO energy in eV: -12.6
Orbital gap in eV: 8.5
M in g mol⁻¹: 160.15
ΔE to the lowest compared entry with this formula, charge and spin in kJ/mol: 225.93
Calculated total energy in Ha: -586.2028
Net charge: +1
SMILES: C/C(O)=C(/O)NC(=O)NC=[NH2+]


(3)
ORCA calculation (wB97M-V/def2-TZVPD) on one molecule with the formula CH2N4O3 in a non-equilibrium geometry.

Geometry as XYZ:
```
10
Properties=species:S:1:pos:R:3:forces:R:3:lowdin_charge:R:1
O -2.455 -0.016 0.444 -0.16 -0.13 -0.47 -0.049
O 1.557 0.141 -0.834 2.17 0.02 -1.01 -0.008
O 1.330 -1.071 1.019 -0.76 -2.61 -0.42 0.085
N 1.064 0.084 0.441 -2.77 2.14 1.04 -0.140
N -1.202 -0.263 1.019 -1.39 0.68 0.56 0.095
N -0.501 0.614 -1.122 -1.70 0.76 1.28 0.129
N 0.599 0.620 -1.622 0.70 -0.06 -2.58 0.040
C -0.356 0.181 0.216 1.57 -0.57 -0.73 -0.334
H -3.118 -0.045 1.134 0.19 -0.28 0.59 0.092
H 2.069 -0.858 1.524 2.14 0.05 1.74 0.091
```
Positions in Å, forces in eV/Å.

## Properties
LUMO level in eV: -0.09
HOMO energy in eV: -9.5
Orbital gap in eV: 9.4
M in g mol⁻¹: 118.05
ΔE to the lowest compared entry with this formula, charge and spin in kJ/mol: 207.86
Calculated total energy in Ha: -483.8020
SMILES: O/N=c1\nnon1O


(4)
ORCA calculation (wB97M-V/def2-TZVPD) on a 2-piece molecular cluster, C4H13NO2 overall in a non-equilibrium geometry.

Geometry as XYZ:
```
20
Properties=species:S:1:pos:R:3:forces:R:3:lowdin_charge:R:1
O 2.634 -0.307 3.093 0.05 0.70 -0.59 -0.056
O -1.204 2.390 -1.333 -0.40 -0.61 -0.27 -0.079
N 0.221 -0.646 0.056 0.94 -0.91 0.79 -0.106
C -2.074 -0.263 -0.777 0.51 0.94 -0.60 -0.047
C -0.585 0.215 -0.793 -0.95 -0.31 1.14 -0.407
C -0.586 1.640 -0.276 1.27 1.56 -0.57 -0.231
C 1.075 -1.694 -0.564 -0.44 -0.23 0.29 -0.119
H 1.951 -1.211 -1.030 -0.21 -0.61 -0.23 0.080
H 3.170 -0.537 3.849 -0.10 -0.39 0.22 0.028
H -1.124 1.747 0.685 0.16 -0.20 -0.38 0.124
H 0.456 2.070 -0.153 -0.81 -0.72 0.12 0.131
H -2.674 0.186 0.028 0.58 -0.24 0.21 0.075
H 1.398 -2.390 0.227 0.25 0.58 0.01 0.068
H -1.313 3.327 -1.185 0.20 0.16 0.59 0.080
H 0.926 -0.125 0.570 -0.52 0.42 0.09 0.084
H -0.184 0.179 -1.794 -0.04 0.31 -0.62 0.132
H 1.952 -0.962 2.948 -0.01 -0.32 0.32 0.024
H -2.034 -1.337 -0.652 -0.53 -0.25 -0.38 0.065
H -2.573 0.140 -1.676 0.18 -0.83 0.09 0.077
H 0.567 -2.422 -1.223 -0.11 0.94 -0.21 0.079
```
Positions in Å, forces in eV/Å.

## Properties
LUMO level in eV: 0.82
HOMO energy in eV: -8.7
Orbital gap in eV: 9.5
M in g mol⁻¹: 107.15
ΔE to the lowest compared entry with this formula, charge and spin in kJ/mol: 130.89
Calculated total energy in Ha: -365.3926
SMILES: CN[C@@H](C)CO.O


(5)
ORCA calculation (wB97M-V/def2-TZVPD) on a 2-piece molecular cluster, C6H10O overall.

Geometry as XYZ:
```
17
Properties=species:S:1:pos:R:3:forces:R:3:lowdin_charge:R:1
O 1.566 -0.027 0.343 0.11 -0.09 -0.26 -0.043
C -0.614 -2.361 -0.074 0.06 -0.11 0.01 -0.061
C -0.876 2.392 0.420 0.36 -0.03 -0.23 0.081
C -0.025 2.585 -0.771 -0.02 0.15 0.17 -0.245
C -0.826 -0.862 -0.052 -0.12 0.13 -0.07 -0.136
C 0.555 -2.324 0.572 -0.05 -0.09 -0.02 -0.033
C 0.497 -0.826 0.789 -0.11 -0.05 0.24 -0.390
H -0.570 1.935 -1.490 0.00 0.05 0.14 0.088
H -0.125 3.589 -1.198 -0.05 -0.14 -0.02 0.061
H 1.273 -3.075 0.888 -0.13 0.09 -0.04 0.102
H -1.232 -3.170 -0.453 0.12 0.11 0.07 0.098
H 1.838 -0.362 -0.522 0.00 0.08 0.13 0.101
H 0.321 -0.531 1.828 0.01 -0.07 -0.13 0.143
H -0.725 -0.374 -1.029 0.01 -0.09 0.16 0.099
H 1.018 2.244 -0.742 -0.19 0.07 0.04 0.055
H -0.342 1.652 1.052 -0.15 0.08 -0.11 -0.028
H -1.732 -0.485 0.440 0.14 -0.07 -0.08 0.106
```
Positions in Å, forces in eV/Å.

## Properties
LUMO level in eV: 0.00
HOMO energy in eV: -8.5
Orbital gap in eV: 8.5
M in g mol⁻¹: 98.14
ΔE to the lowest compared entry with this formula, charge and spin in kJ/mol: 542.25
Calculated total energy in Ha: -309.6358